Record 1
Here is 11 unconnected molecules or ions with the total composition C25H56Br16O9S3 in a non-equilibrium geometry from the Open Molecules 2025 dataset. Energies are from wB97M-V/def2-TZVPD.

Atoms and positions in Å:
S -12.566 -17.329 9.554
Br -22.211 -16.966 9.959
C -11.591 -18.675 9.716
C -18.837 -16.733 3.942
H -19.690 -17.390 3.751
C -15.400 -14.607 11.473
C -16.817 -14.911 12.008
H -19.002 -14.277 6.705
Br -19.591 -10.668 8.637
H -17.998 -9.202 9.614
C -13.744 -14.427 5.562
H -15.050 -13.661 11.828
C -18.353 -9.231 13.021
H -17.440 -14.045 11.896
H -16.339 -19.233 9.118
Br -19.339 -19.900 12.020
O -14.021 -17.923 9.452
H -18.181 -14.650 3.732
H -18.695 -8.321 12.639
Br -13.998 -12.753 6.496
H -19.974 -14.928 7.900
C -14.180 -10.916 14.626
H -18.239 -15.138 8.047
H -13.973 -18.286 7.457
H -15.912 -14.847 5.513
C -18.031 -16.049 15.413
H -12.312 -14.755 14.513
Br -17.650 -8.892 14.705
C -19.064 -15.161 7.355
C -20.667 -18.163 10.237
Br -14.597 -16.873 4.773
H -17.021 -11.549 10.157
H -14.385 -12.084 16.368
H -11.620 -13.678 9.627
H -19.320 -15.305 2.538
O -9.408 -13.151 13.210
H -20.666 -17.910 12.459
H -17.542 -9.498 7.913
Br -20.883 -16.609 14.808
C -14.319 -19.137 13.054
H -14.470 -9.922 14.862
H -21.695 -19.106 11.831
H -16.739 -15.160 13.115
H -14.639 -15.360 11.768
H -17.483 -9.574 12.523
O -12.139 -16.506 8.443
S -19.374 -16.724 6.548
H -16.220 -19.091 7.305
Br -15.158 -21.006 11.310
Br -14.745 -13.765 14.783
H -19.734 -14.739 15.856
H -19.917 -10.344 11.991
H -16.100 -20.379 13.470
H -11.344 -11.968 9.082
O -11.260 -12.477 14.649
H -14.992 -15.689 6.882
Br -14.837 -10.880 12.784
H -11.515 -11.255 11.529
H -18.010 -17.056 3.360
H -17.731 -16.901 14.795
C -11.211 -12.309 11.257
C -20.781 -18.603 11.665
Br -14.843 -17.658 14.248
C -19.140 -15.244 3.599
Br -15.260 -14.456 9.524
C -17.854 -9.948 8.851
C -14.869 -11.944 15.459
H -13.784 -18.787 12.178
H -10.623 -15.406 14.802
H -11.478 -15.675 13.186
C -19.433 -10.279 12.991
H -16.305 -19.194 12.123
Br -18.042 -16.786 17.169
H -11.714 -18.968 10.746
H -10.552 -18.412 9.571
H -20.222 -10.122 13.751
O -20.638 -16.652 5.922
H -15.922 -11.734 15.641
H -19.784 -17.610 9.977
C -19.297 -15.363 15.064
S -10.771 -13.313 13.592
H -13.112 -11.024 14.796
C -11.319 -14.970 14.098
H -10.120 -12.338 11.456
C -15.894 -18.702 8.275
Br -17.563 -16.546 11.243
H -13.673 -14.355 4.507
H -17.277 -15.306 15.383
H -19.956 -14.855 4.189
C -16.833 -11.012 9.221
H -20.843 -19.048 9.645
H -13.592 -19.719 13.623
H -12.850 -12.370 9.823
H -11.829 -19.388 8.889
O -11.714 -13.219 12.347
H -12.850 -14.853 5.986
Br -18.659 -12.017 13.233
H -19.215 -14.819 14.135
O -18.946 -17.775 7.426
O -12.564 -16.756 10.875
H -16.719 -11.783 8.434
H -13.973 -19.775 8.394
C -14.407 -18.756 8.337
O -18.292 -16.866 5.328
Br -15.054 -10.231 9.437
C -11.774 -12.614 9.853
C -15.581 -19.805 12.720
C -14.986 -15.298 5.866
H -16.244 -17.666 8.310

* E: -44042.05488 hartree
* HOMO: -0.3663 hartree
* LUMO: 0.12 eV
* spin multiplicity: 1
* ΔE to the lowest compared entry with this formula, charge and spin: 0.0 kcal/mol
* orbital gap: 10.09 eV
* strongest force on any atom: 3.05 eV Å⁻¹

Record 2
Here is a molecular structure, C16H19BBeN6Se in a non-equilibrium geometry from the Open Molecules 2025 dataset. Energies are from wB97M-V/def2-TZVPD.

Atoms and positions in Å:
H 0.387 -5.398 0.673
N 1.979 1.013 -1.281
C -2.142 -3.159 -1.256
N 0.107 3.205 -0.971
H -2.205 -1.424 1.271
N -0.439 1.943 -1.231
C -0.735 4.162 -1.411
B 1.464 3.276 -0.208
N 2.404 2.317 -1.012
H -1.960 -2.797 2.326
H -3.582 -2.469 1.754
H -1.931 -6.212 0.234
H -2.298 1.297 -1.934
H 5.024 1.059 -2.483
H 0.939 1.949 4.380
C -0.327 -4.766 0.140
H -2.806 -1.392 2.966
C -0.802 -2.718 -1.089
H 4.093 3.483 -1.475
N 1.220 2.588 1.180
C 0.963 1.964 3.310
C -2.531 -4.424 -0.809
C 1.374 3.014 2.463
C -2.636 -2.022 2.085
C -1.673 2.161 -1.725
C 4.078 1.273 -2.016
C 3.032 0.374 -1.831
H -0.438 5.198 -1.379
C -1.622 -5.229 -0.112
H 1.751 4.007 2.644
N 0.735 1.310 1.208
Be 0.382 0.489 -1.447
C 0.070 -3.495 -0.296
C 0.573 0.910 2.430
C -1.893 3.533 -1.877
H 1.900 4.381 -0.103
H -2.766 3.996 -2.283
H 0.200 -0.074 2.631
H 2.922 -0.690 -2.058
H -3.546 -4.771 -1.013
C 3.643 2.496 -1.508
H 1.077 -3.119 -0.098
H -2.842 -2.511 -1.801
Se -0.227 -1.369 -2.264

* E: -3390.81020 hartree
* HOMO: -0.2965 hartree
* LUMO: 0.54 eV
* spin multiplicity: 1
* ΔE to the lowest compared entry with this formula, charge and spin: 0.0 kcal/mol
* orbital gap: 8.61 eV
* strongest force on any atom: 2.28 eV Å⁻¹